1.
Below is one molecule with the formula C6H14, with properties calculated with ωB97M-V/def2-TZVPD.

Last columns: bonded neighbours and bond lengths (Å).
Positions of all 20 atoms, in Å:
1 C -1.62 -1.03 1.79  C4 1.506, H9 1.116, H12 1.033, H13 1.144
2 C -0.32 0.17 -0.09  C3 1.524, C4 1.574, C6 1.541, H18 1.103
3 C 0.39 -0.19 -1.38  C2 1.524, C5 1.545, H11 1.082, H15 1.076
4 C -0.68 -1.19 0.62  C1 1.506, C2 1.574, H8 1.097, H17 1.049
5 C 1.23 0.95 -1.99  C3 1.545, H10 1.079, H14 1.124, H20 1.101
6 C 0.63 0.97 0.82  C2 1.541, H7 1.121, H16 1.101, H19 1.132
7 H 0.71 0.75 1.91  C6 1.121
8 H -1.30 -1.74 -0.09  C4 1.097
9 H -1.34 -1.77 2.57  C1 1.116
10 H 1.28 0.74 -3.05  C5 1.079
11 H 1.12 -0.98 -1.25  C3 1.082
12 H -2.64 -0.98 1.59  C1 1.033
13 H -1.30 -0.15 2.45  C1 1.144
14 H 2.27 1.07 -1.58  C5 1.124
15 H -0.26 -0.54 -2.16  C3 1.076
16 H 0.36 2.03 0.69  C6 1.101
17 H 0.21 -1.71 0.82  C4 1.049
18 H -1.21 0.79 -0.30  C2 1.103
19 H 1.69 0.87 0.43  C6 1.132
20 H 0.76 1.93 -1.80  C5 1.101

spin multiplicity = 1
frontier orbital gap = 11.601 eV
relative energy (zero: lowest compared OMol25 entry of this formula, charge and spin) = 101.9 kJ/mol
charge = 0
SMILES = CCC(C)CC
largest force on an atom = 5.6 eV/Å
HOMO = -10.396 eV


2.
Below is a 3-piece molecular cluster, C2H9NOS2 overall, with properties calculated with ωB97M-V/def2-TZVPD.

Last columns: bonded neighbours and bond lengths (Å).
Positions of all 15 atoms, in Å:
1 S 4.23 -0.40 -0.11  C5 1.817, H10 1.338
2 S -1.94 -0.38 -0.53  no bonds
3 O -7.60 0.04 0.32  H8 0.960, H15 0.957
4 N 1.07 -0.41 -1.08  C6 1.456, H7 1.020, H12 1.004
5 C 2.68 -0.01 0.75  S1 1.817, C6 1.533, H11 1.089, H13 1.097
6 C 1.67 0.61 -0.23  N4 1.456, C5 1.533, H9 1.088, H14 1.100
7 H 0.09 -0.55 -0.82  N4 1.020
8 H -7.22 0.92 0.18  O3 0.960
9 H 2.19 1.38 -0.79  C6 1.088
10 H 4.60 -1.45 0.64  S1 1.338
11 H 2.26 -0.91 1.20  C5 1.089
12 H 1.05 -0.21 -2.06  N4 1.004
13 H 2.88 0.73 1.54  C5 1.097
14 H 0.92 1.13 0.37  C6 1.100
15 H -6.87 -0.50 0.64  O3 0.957

spin multiplicity = 1
frontier orbital gap = 5.353 eV
relative energy (zero: lowest compared OMol25 entry of this formula, charge and spin) = 419.1 kJ/mol
charge = 0
largest force on an atom = 1.0 eV/Å
HOMO = -9.225 eV


3.
Below is a 17-piece molecular cluster, C41H102Cl8N6O13 overall, with properties calculated with ωB97M-V/def2-TZVPD.

Last columns: bonded neighbours and bond lengths (Å).
Positions of all 170 atoms, in Å:
1 Cl 3.72 0.00 -1.75  C53 1.818
2 Cl 5.57 -0.06 -4.62  C44 1.785
3 Cl 2.07 -5.17 0.85  C36 1.754
4 Cl 0.51 -0.76 -2.05  C29 1.789
5 Cl -3.01 6.17 3.88  C55 1.750
6 Cl 0.36 -0.58 1.15  C34 1.738
7 Cl -2.76 4.96 0.90  C51 1.783
8 Cl 3.78 -4.57 -1.91  C30 1.816
9 O 1.49 3.73 2.20  C35 1.362, H118 0.960
10 O 1.55 -3.17 -6.30  C68 1.363, H94 0.960
11 O 1.84 -1.57 5.08  C61 1.411, H134 0.960
12 O 0.07 0.45 4.69  C42 1.425, H152 0.960
13 O -3.23 -1.63 -0.06  C59 1.258
14 O -1.54 3.55 -4.53  C47 1.191
15 O -3.27 2.54 -0.71  C63 1.232
16 O 2.75 2.87 -5.94  C58 1.234
17 O -3.97 -7.03 -4.17  C46 1.322, H148 0.960
18 O 0.45 4.41 -0.20  C62 1.234
19 O -6.29 -2.50 -1.15  C45 1.365, H87 0.960
20 O -4.84 0.96 3.71  C50 1.231
21 O 4.58 -2.61 4.47  C65 1.397, H150 0.960
22 N 3.18 4.93 -6.38  C58 1.297, H76 1.010, H80 1.010
23 N -0.25 1.86 -5.01  C47 1.300, H117 1.010, H137 1.010
24 N -2.95 0.31 4.52  C50 1.288, H93 1.010, H157 1.010
25 N -1.04 4.31 -1.84  C62 1.342, H113 1.010, H162 1.010
26 N -3.86 -3.07 1.47  C59 1.352, H167 1.010, H168 1.010
27 N -3.91 0.88 0.51  C63 1.273, H102 1.010, H120 1.010
28 C -3.68 -6.66 -1.94  C46 1.485, H72 1.090, H116 1.090, H140 1.090
29 C 0.04 0.75 -1.22  Cl4 1.789, C34 1.538, H127 1.090, H144 1.090
30 C 3.69 -3.37 -0.55  Cl8 1.816, C36 1.570, H130 1.090, H145 1.090
31 C -5.62 2.53 0.01  C63 1.569, H121 1.090, H122 1.090, H123 1.090
32 C 0.17 -3.11 -4.51  C68 1.534, H82 1.090, H100 1.090, H111 1.090
33 C -7.43 -3.72 -2.59  C45 1.497, H92 1.090, H97 1.090, H107 1.090
34 C -0.56 0.53 0.18  Cl6 1.738, C29 1.538, H135 1.090, H164 1.090
35 C 2.86 3.76 2.19  O9 1.362, C39 1.583, C41 1.580, H105 1.090
36 C 2.34 -3.55 0.24  Cl3 1.754, C30 1.570, H81 1.090, H158 1.090
37 C -2.29 1.37 -4.01  C47 1.480, H115 1.090, H131 1.090, H153 1.090
38 C 2.46 -1.95 -4.55  C68 1.504, H86 1.090, H90 1.090, H133 1.090
39 C 3.25 5.25 1.83  C35 1.583, H141 1.090, H151 1.090, H169 1.090
40 C -0.30 2.10 6.55  C42 1.561, H84 1.090, H103 1.090, H163 1.090
41 C 3.53 2.74 1.19  C35 1.580, H71 1.090, H75 1.090, H166 1.090
42 C 0.44 1.72 5.23  O12 1.425, C40 1.561, C54 1.563, H159 1.090
43 C -3.01 2.58 3.79  C50 1.513, H74 1.090, H79 1.090, H143 1.090
44 C 6.29 0.01 -2.99  Cl2 1.785, C53 1.576, H70 1.090, H161 1.090
45 C -6.14 -2.98 -2.42  O19 1.365, C33 1.497, C52 1.469, H101 1.090
46 C -3.96 -6.06 -3.27  O17 1.322, C28 1.485, C49 1.505, H88 1.090
47 C -1.34 2.38 -4.52  O14 1.191, N23 1.300, C37 1.480
48 C 6.01 -1.97 2.64  C65 1.535, H69 1.090, H91 1.090, H155 1.090
49 C -2.86 -5.12 -3.70  C46 1.505, H96 1.090, H112 1.090, H125 1.090
50 C -3.69 1.26 4.04  O20 1.231, N24 1.288, C43 1.513
51 C -1.43 5.83 1.70  Cl7 1.783, C55 1.527, H138 1.090, H165 1.090
52 C -5.98 -1.74 -3.20  C45 1.469, H78 1.090, H119 1.090, H156 1.090
53 C 5.40 0.69 -1.88  Cl1 1.818, C44 1.576, H129 1.090, H132 1.090
54 C 1.98 1.60 5.44  C42 1.563, H85 1.090, H108 1.090, H149 1.090
55 C -2.12 6.88 2.56  Cl5 1.750, C51 1.527, H109 1.090, H114 1.090
56 C 1.26 4.96 -2.39  C62 1.509, H95 1.090, H139 1.090, H154 1.090
57 C 5.45 -0.55 4.75  C65 1.554, H126 1.090, H128 1.090, H147 1.090
58 C 3.44 3.86 -5.68  O16 1.234, N22 1.297, C60 1.608
59 C -2.92 -2.67 0.59  O13 1.258, N26 1.352, C64 1.532
60 C 4.61 3.85 -4.58  C58 1.608, H73 1.090, H106 1.090, H160 1.090
61 C 1.61 -2.95 5.28  O11 1.411, C66 1.589, C67 1.549, H99 1.090
62 C 0.18 4.62 -1.38  O18 1.234, N25 1.342, C56 1.509
63 C -4.18 1.94 -0.14  O15 1.232, N27 1.273, C31 1.569
64 C -1.72 -3.58 0.34  C59 1.532, H104 1.090, H146 1.090, H170 1.090
65 C 4.96 -1.54 3.66  O21 1.397, C48 1.535, C57 1.554, H98 1.090
66 C 0.57 -2.91 6.48  C61 1.589, H77 1.090, H110 1.090, H142 1.090
67 C 1.25 -3.65 3.95  C61 1.549, H89 1.090, H124 1.090, H136 1.090
68 C 1.64 -3.15 -4.94  O10 1.363, C32 1.534, C38 1.504, H83 1.090
69 H 5.53 -2.69 1.97  C48 1.090
70 H 6.36 -1.04 -2.72  C44 1.090
71 H 4.61 2.85 1.13  C41 1.090
72 H -3.50 -5.85 -1.24  C28 1.090
73 H 4.21 3.12 -3.87  C60 1.090
74 H -3.73 3.11 3.16  C43 1.090
75 H 3.06 2.75 0.20  C41 1.090
76 H 3.94 5.58 -6.48  N22 1.010
77 H -0.39 -2.46 6.21  C66 1.090
78 H -5.25 -1.12 -2.69  C52 1.090
79 H -2.13 2.43 3.17  C43 1.090
80 H 2.37 4.99 -6.99  N22 1.010
81 H 2.21 -2.82 1.04  C36 1.090
82 H -0.27 -2.18 -4.85  C32 1.090
83 H 2.22 -4.06 -4.79  C68 1.090
84 H -0.43 3.18 6.65  C40 1.090
85 H 2.44 2.56 5.66  C54 1.090
86 H 1.92 -1.01 -4.67  C38 1.090
87 H -5.45 -2.13 -0.89  O19 0.960
88 H -4.82 -5.41 -3.42  C46 1.090
89 H 0.27 -3.42 3.52  C67 1.090
90 H 2.58 -2.10 -3.47  C38 1.090
91 H 6.79 -2.45 3.23  C48 1.090
92 H -7.53 -4.12 -3.59  C33 1.090
93 H -1.96 0.35 4.67  N24 1.010
94 H 0.79 -2.64 -6.53  O10 0.960
95 H 1.65 5.92 -2.06  C56 1.090
96 H -2.66 -4.31 -3.00  C49 1.090
97 H -8.30 -3.08 -2.42  C33 1.090
98 H 3.98 -1.15 3.36  C65 1.090
99 H 2.45 -3.51 5.68  C61 1.090
100 H 0.10 -3.12 -3.42  C32 1.090
101 H -5.26 -3.61 -2.48  C45 1.090
102 H -4.61 0.46 1.10  N27 1.010
103 H -1.29 1.64 6.47  C40 1.090
104 H -1.78 -4.21 -0.55  C64 1.090
105 H 3.22 3.46 3.17  C35 1.090
106 H 5.46 3.48 -5.14  C60 1.090
107 H -7.75 -4.51 -1.90  C33 1.090
108 H 2.34 0.87 6.17  C54 1.090
109 H -1.43 7.58 3.04  C55 1.090
110 H 1.00 -2.54 7.41  C66 1.090
111 H -0.29 -3.96 -5.01  C32 1.090
112 H -2.83 -4.64 -4.68  C49 1.090
113 H -1.71 4.02 -1.14  N25 1.010
114 H -2.86 7.55 2.10  C55 1.090
115 H -3.05 1.20 -4.78  C37 1.090
116 H -4.56 -6.91 -1.36  C28 1.090
117 H -0.13 0.89 -5.25  N23 1.010
118 H 1.15 3.74 1.31  O9 0.960
119 H -6.97 -1.28 -3.20  C52 1.090
120 H -3.00 0.44 0.55  N27 1.010
121 H -6.37 1.94 -0.51  C31 1.090
122 H -5.68 3.52 -0.46  C31 1.090
123 H -5.82 2.70 1.07  C31 1.090
124 H 1.11 -4.72 4.11  C67 1.090
125 H -1.88 -5.58 -3.70  C49 1.090
126 H 6.44 -0.88 5.07  C57 1.090
127 H 0.94 1.36 -1.10  C29 1.090
128 H 4.73 -0.47 5.56  C57 1.090
129 H 5.20 1.76 -1.95  C53 1.090
130 H 3.89 -2.38 -0.94  C30 1.090
131 H -1.90 0.35 -3.93  C37 1.090
132 H 5.88 0.63 -0.91  C53 1.090
133 H 3.44 -1.98 -5.02  C38 1.090
134 H 0.99 -1.28 4.75  O11 0.960
135 H -0.79 1.49 0.65  C34 1.090
136 H 2.05 -3.55 3.22  C67 1.090
137 H 0.38 2.61 -5.27  N23 1.010
138 H -0.72 6.20 0.95  C51 1.090
139 H 0.88 5.13 -3.40  C56 1.090
140 H -2.91 -7.41 -1.79  C28 1.090
141 H 2.78 5.83 2.62  C39 1.090
142 H 0.17 -3.91 6.63  C66 1.090
143 H -2.98 3.10 4.75  C43 1.090
144 H -0.54 1.41 -1.87  C29 1.090
145 H 4.50 -3.63 0.13  C30 1.090
146 H -1.55 -4.29 1.14  C64 1.090
147 H 5.60 0.43 4.29  C57 1.090
148 H -4.62 -7.70 -3.93  O17 0.960
149 H 2.37 1.43 4.44  C54 1.090
150 H 3.74 -2.33 4.85  O21 0.960
151 H 2.78 5.64 0.92  C39 1.090
152 H 0.58 0.23 3.91  O12 0.960
153 H -2.77 1.76 -3.11  C37 1.090
154 H 2.03 4.20 -2.45  C56 1.090
155 H 6.44 -1.08 2.19  C48 1.090
156 H -5.87 -1.97 -4.26  C52 1.090
157 H -3.46 -0.53 4.74  N24 1.010
158 H 1.62 -3.41 -0.57  C36 1.090
159 H 0.17 2.43 4.46  C42 1.090
160 H 4.80 4.80 -4.07  C60 1.090
161 H 7.32 0.34 -3.10  C44 1.090
162 H -1.26 4.16 -2.81  N25 1.010
163 H 0.06 1.65 7.48  C40 1.090
164 H -1.54 0.09 0.03  C34 1.090
165 H -0.84 5.20 2.36  C51 1.090
166 H 3.43 1.76 1.67  C41 1.090
167 H -3.68 -3.87 2.06  N26 1.010
168 H -4.68 -2.50 1.65  N26 1.010
169 H 4.33 5.37 1.71  C39 1.090
170 H -0.77 -3.03 0.35  C64 1.090

spin multiplicity = 1
frontier orbital gap = 9.745 eV
charge = 0
largest force on an atom = 5.0 eV/Å
HOMO = -9.475 eV


4.
Below is one molecule with the formula C2H5NO, with properties calculated with ωB97M-V/def2-TZVPD.

Last columns: bonded neighbours and bond lengths (Å).
Positions of all 9 atoms, in Å:
1 O 1.53 -0.97 0.82  C4 1.215
2 N 0.17 0.42 -0.39  C3 1.453, C4 1.366, H8 1.011
3 C -1.05 0.10 0.34  N2 1.453, H5 1.097, H6 1.092, H9 1.090
4 C 1.31 -0.28 -0.16  O1 1.215, N2 1.366, H7 1.105
5 H -1.58 -0.74 -0.12  C3 1.097
6 H -1.73 0.95 0.38  C3 1.092
7 H 2.07 -0.15 -0.95  C4 1.105
8 H 0.06 0.86 -1.30  N2 1.011
9 H -0.79 -0.18 1.36  C3 1.090

spin multiplicity = 1
frontier orbital gap = 10.734 eV
relative energy (zero: lowest compared OMol25 entry of this formula, charge and spin) = 49.9 kJ/mol
charge = 0
SMILES = CNC=O
largest force on an atom = 0.5 eV/Å
HOMO = -9.837 eV


5.
Below is one molecule with the formula C2H6N2, with properties calculated with ωB97M-V/def2-TZVPD.

Last columns: bonded neighbours and bond lengths (Å).
Positions of all 10 atoms, in Å:
1 N 1.12 1.69 0.12  N2 1.277, H6 1.103
2 N 0.88 0.59 0.72  N1 1.277, C4 1.356, H5 1.121
3 C -0.96 -0.63 -0.59  C4 1.466, H8 1.063, H9 1.025, H10 1.083
4 C 0.06 -0.46 0.45  N2 1.356, C3 1.466, H7 1.054
5 H 1.45 0.49 1.68  N2 1.121
6 H 0.68 1.73 -0.89  N1 1.103
7 H 0.37 -1.36 0.91  C4 1.054
8 H -1.65 -1.31 -0.15  C3 1.063
9 H -0.47 -1.02 -1.40  C3 1.025
10 H -1.48 0.29 -0.85  C3 1.083

spin multiplicity = 1
frontier orbital gap = 8.362 eV
relative energy (zero: lowest compared OMol25 entry of this formula, charge and spin) = 337.9 kJ/mol
charge = 0
largest force on an atom = 3.3 eV/Å
HOMO = -7.396 eV